1.
Molecular formula: C37H74BF5OPS
Method: DFT, ωB97M-V/def2-TZVPD

```
120
Properties=species:S:1:pos:R:3:forces:R:3:mulliken_charge:R:1
C 5.083810 -0.888713 -0.511217 0.4 -1.2 -1.1 -0.67
C 4.530166 -0.936580 -2.017820 -0.3 1.1 -2.8 0.42
C 5.194988 0.083614 -3.012965 -3.4 -2.9 -1.4 -0.83
C 4.686552 0.071790 -4.478563 -1.5 -2.4 2.1 -0.52
C 3.597627 -0.937824 -4.924044 1.2 0.4 3.2 -0.77
C 2.914786 -1.973987 -3.946163 2.9 2.9 0.5 0.45
C 1.821298 -2.923425 -4.593349 1.0 1.0 -0.9 -1.07
B 0.833319 -3.743822 -3.593020 0.8 0.0 0.4 -0.49
C 0.219529 -2.910907 -2.316974 -1.3 0.6 0.9 -0.77
C -0.100770 -1.360552 -2.568161 -1.4 0.7 1.1 0.80
C -1.663108 -0.985878 -2.251022 -0.1 -0.1 -1.1 -0.91
O 0.677073 -0.475442 -1.677360 -0.3 -0.6 -0.1 -0.59
P -0.731232 -4.233312 -4.670202 -0.5 -0.3 0.3 0.18
S -1.730169 -2.703916 -5.359068 -0.5 0.8 -0.5 -0.44
C 1.477907 -5.130499 -2.990800 -0.4 -0.4 0.9 1.07
F 0.652431 -5.522550 -1.851460 1.7 -0.1 -1.8 -0.37
F 2.808988 -5.007913 -2.473773 -2.2 -0.3 -0.9 -0.32
C 1.488513 -6.401681 -3.971777 1.8 -2.6 0.9 0.46
F 1.877619 -6.125630 -5.306512 -1.5 -0.7 3.1 -0.22
F 2.518993 -7.286533 -3.470507 -2.2 1.5 -1.4 -0.30
F 0.297233 -7.201137 -3.900054 2.8 2.4 -0.8 -0.23
C 3.401215 -1.926318 -2.486284 1.5 2.1 -2.1 0.68
H 4.331871 -0.497590 0.251034 1.0 -0.4 -1.1 0.13
H 6.086012 -0.313049 -0.487534 -1.8 -0.6 0.0 0.34
H 5.373851 -1.980087 -0.252170 -0.6 1.7 -0.1 0.17
H 5.990171 0.834720 -2.697390 -1.2 -1.3 -0.3 0.24
H 5.108558 0.816409 -5.246883 -0.7 -1.3 1.3 0.25
H 3.259952 -0.896715 -6.009058 0.4 -0.2 1.6 0.28
H 2.379709 -3.600640 -5.352066 -0.8 1.0 1.2 0.42
H 1.148625 -2.249588 -5.256935 1.1 -0.9 1.0 0.43
H -0.797587 -3.412595 -2.067659 1.6 0.8 -0.2 0.25
H 0.835197 -3.023951 -1.342097 -0.9 0.3 -1.6 -0.09
H 0.087613 -0.982950 -3.625094 0.1 -0.8 1.5 0.24
H -1.759212 -0.108090 -1.515437 0.3 -1.3 -1.0 0.30
H -2.264812 -1.874947 -1.865383 0.9 1.2 -0.4 0.24
H -2.146075 -0.670968 -3.251995 0.6 -0.5 1.7 -0.03
H 0.236171 -0.448572 -0.803322 0.3 -0.3 -0.9 0.32
H -1.636982 -4.960155 -3.794429 0.7 -0.1 -0.7 0.00
H -0.405472 -5.068981 -5.786086 -0.2 -0.2 0.7 0.07
H 2.932024 -2.616056 -1.717808 0.8 1.0 -1.2 -0.15
C -3.607996 -1.151292 0.777607 0.2 0.1 0.0 -0.52
C -3.878153 -0.428604 2.089812 -0.1 -0.1 0.0 -0.45
C -5.360956 -0.132844 2.321461 0.0 0.1 0.1 -0.89
C -6.011089 0.794894 1.289862 0.1 -0.1 -0.1 -0.67
C -5.351984 2.167019 1.137942 -0.2 0.0 0.0 0.27
C -5.402506 3.002935 2.410475 0.1 0.1 -0.1 -1.44
H -3.903029 -0.548321 -0.084123 0.0 -0.1 0.0 -0.15
H -2.540927 -1.366548 0.679850 -0.1 0.0 -0.1 0.33
H -4.149112 -2.100691 0.737165 0.0 0.1 0.0 0.29
H -3.292528 0.495285 2.128209 0.0 0.0 0.0 0.23
H -3.517089 -1.054516 2.913161 0.0 0.1 0.0 0.39
H -5.481653 0.294185 3.323037 0.0 0.0 0.0 0.32
H -5.914356 -1.079270 2.331096 0.0 0.0 0.0 0.39
H -7.062737 0.934625 1.565672 0.0 0.0 0.0 0.44
H -6.021251 0.301651 0.311791 0.0 0.0 0.1 0.24
H -5.871094 2.713558 0.342869 0.1 -0.1 0.0 0.02
H -4.313969 2.060269 0.808936 0.0 0.0 0.0 0.20
H -6.435876 3.158056 2.732856 0.0 0.0 0.0 0.30
H -4.953175 3.984094 2.233861 0.0 0.0 0.1 0.42
H -4.852610 2.529110 3.226400 0.0 0.0 0.0 0.31
C 4.202266 -4.138768 2.046034 0.1 -0.2 0.0 -0.81
C 3.075643 -3.831828 3.022313 -0.1 0.1 -0.1 -0.64
C 2.725879 -2.344389 3.093158 -0.1 0.0 0.1 -0.69
C 3.850803 -1.429267 3.587996 0.1 -0.1 -0.1 0.63
C 4.410078 -1.769538 4.970458 0.0 0.2 0.0 -0.77
C 3.376206 -1.651581 6.083020 0.1 -0.1 0.1 -1.20
H 5.136016 -3.653530 2.340910 0.0 0.0 0.0 0.27
H 4.386419 -5.215937 2.010552 0.0 0.1 -0.1 0.43
H 3.943666 -3.807163 1.036874 0.1 0.0 0.0 -0.04
H 3.335589 -4.212030 4.015462 0.0 0.0 0.0 0.27
H 2.182899 -4.382527 2.707467 0.0 0.0 0.1 0.39
H 1.847273 -2.220949 3.735550 0.0 0.0 0.0 0.40
H 2.418526 -2.004746 2.097114 0.0 0.0 0.0 0.27
H 3.477019 -0.399201 3.599952 0.0 0.0 0.0 -0.41
H 4.674158 -1.440427 2.865218 -0.1 0.0 0.0 0.22
H 5.234561 -1.081689 5.188660 0.0 -0.1 0.0 0.39
H 4.841021 -2.775262 4.973786 0.0 0.0 0.0 0.33
H 2.963752 -0.639650 6.124570 0.0 -0.1 0.0 0.24
H 3.838361 -1.867688 7.050371 -0.1 0.0 0.0 0.40
H 2.553025 -2.355657 5.944822 0.0 0.1 0.0 0.29
C -5.159072 0.922882 -3.348266 0.0 -0.1 -0.1 -0.96
C -5.020432 2.211112 -4.147061 0.1 0.1 0.1 -0.48
C -5.380563 3.461886 -3.343120 0.0 0.1 -0.1 -0.72
C -6.830243 3.529600 -2.853065 0.0 -0.1 0.1 -0.30
C -7.894511 3.442728 -3.948403 0.0 0.1 0.1 -0.56
C -7.828884 4.594238 -4.943531 -0.1 -0.1 -0.1 -1.22
H -6.190805 0.753734 -3.029578 0.0 0.0 0.0 0.33
H -4.857265 0.067707 -3.958738 0.0 0.0 0.1 0.41
H -4.521626 0.945110 -2.459858 0.0 0.0 0.0 0.07
H -5.630600 2.149299 -5.053630 0.0 0.0 0.0 0.26
H -3.981990 2.302460 -4.482485 -0.1 0.0 0.0 0.34
H -5.160091 4.345763 -3.951394 0.0 0.0 0.0 0.35
H -4.718694 3.525887 -2.471371 0.0 0.0 0.0 0.34
H -6.964623 4.466978 -2.300828 0.0 0.0 0.0 0.42
H -7.007626 2.727341 -2.128374 0.0 0.0 0.0 0.08
H -8.881382 3.450959 -3.472782 0.1 -0.1 0.0 0.40
H -7.819598 2.490662 -4.482126 0.0 0.0 0.1 0.26
H -7.945244 5.554993 -4.434452 0.1 0.0 0.0 0.29
H -8.633230 4.502224 -5.678672 0.1 0.1 0.0 0.38
H -6.882393 4.603220 -5.487962 0.0 0.0 0.0 0.29
C 4.786356 2.233409 2.689923 0.1 -0.2 0.0 -0.94
C 3.659399 2.539899 3.666723 -0.1 0.1 -0.1 -0.10
C 3.308941 4.027108 3.738497 -0.1 0.0 0.1 -0.96
C 4.434079 4.940861 4.233594 0.1 -0.1 -0.1 -0.75
C 4.992972 4.598048 5.615750 0.0 0.2 0.0 -0.35
C 3.959282 4.715172 6.728568 0.1 -0.1 0.1 -1.19
H 5.720101 2.718480 2.984680 0.0 0.0 0.0 0.32
H 4.970602 1.156383 2.654418 0.0 0.1 -0.1 0.19
H 4.527813 2.565114 1.680668 0.0 0.0 0.0 0.27
H 3.919688 2.159309 4.659704 0.0 0.0 0.0 0.15
H 2.766612 1.988952 3.351735 0.0 0.0 0.1 0.38
H 2.430533 4.150136 4.381063 0.0 0.0 0.0 0.36
H 3.001321 4.367406 2.742919 0.0 0.0 0.0 0.40
H 4.061229 5.971406 4.246847 0.0 0.0 0.0 0.41
H 5.257019 4.929793 3.510789 -0.1 0.0 0.0 0.31
H 5.818006 5.284608 5.834849 0.0 -0.1 0.0 0.36
H 5.422946 3.591929 5.617572 0.0 0.0 0.0 0.25
H 3.547738 5.727278 6.771789 0.0 -0.1 0.0 0.30
H 4.421297 4.497149 7.695414 -0.1 0.0 0.0 0.37
H 3.135481 4.012033 6.589373 0.0 0.1 0.0 0.28
```
Positions in Å, forces in eV/Å.

Total charge = -1
Relative energy (zero: lowest compared OMol25 entry of this formula, charge and spin) = 92.0 kcal per mole
2S+1 = 1
Orbital gap = 7.14 eV
HOMO level = -5.022 eV
M = 703.84 Da

***

2.
Molecular formula: C37H74IN6O7
Method: DFT, ωB97M-V/def2-TZVPD

```
125
Properties=species:S:1:pos:R:3:forces:R:3:mulliken_charge:R:1
C 5.720981 -2.037941 0.018278 -0.2 -1.0 -0.6 -0.78
C 5.302413 -2.789921 -1.300986 -0.9 -0.2 -0.7 0.75
C 6.324544 -3.476762 -2.072078 -2.4 0.1 -1.0 -0.66
C 5.976061 -4.162973 -3.349968 -1.5 1.6 2.2 -0.53
C 4.586312 -4.137573 -3.777564 0.9 0.7 1.2 -0.73
C 3.537288 -3.432513 -2.998412 1.8 0.0 0.8 -0.47
C 3.848408 -2.745242 -1.752836 2.4 -1.3 -1.0 0.59
C 2.821595 -1.938761 -0.877508 0.0 0.0 -0.2 -0.05
C 1.324748 -2.264326 -1.146567 -1.0 -0.1 -0.3 0.06
C 0.821631 -3.555143 -0.721353 -0.2 2.0 -0.8 -0.41
N -0.494229 -3.915879 -0.948022 0.6 1.5 -0.5 0.27
C -1.412177 -3.107874 -1.597698 0.3 1.5 -0.4 0.03
C -2.872927 -3.639012 -1.838297 0.9 -0.2 0.1 -0.49
C -2.875532 -5.217045 -2.060087 -0.1 0.3 -0.8 -0.64
C -3.692268 -5.668632 -3.340300 0.8 -0.7 0.4 -1.20
I -3.617640 -6.172781 -0.230729 0.4 0.2 -0.6 0.14
C -0.995774 -1.766785 -2.044598 1.9 -1.1 1.0 -0.44
C 0.398167 -1.309791 -1.815036 -1.3 -2.8 -0.2 0.15
C 0.867845 0.118801 -2.257567 0.2 0.2 0.8 0.55
O 1.264242 0.846484 -1.392113 -0.3 -0.4 -0.5 -0.48
O 0.798874 0.561631 -3.553784 0.1 -1.8 0.9 -0.48
H 6.737645 -2.415767 0.327266 -1.0 0.8 -0.4 0.39
H 5.718974 -0.927142 -0.135682 0.2 -1.0 0.3 0.09
H 5.028732 -2.297132 0.866477 0.5 0.4 -0.8 -0.09
H 7.376790 -3.447680 -1.688057 -1.2 -0.1 -0.5 0.34
H 6.816197 -4.652241 -3.888794 -1.1 0.3 0.2 0.37
H 4.339216 -4.646838 -4.745237 0.0 0.6 1.1 0.33
H 2.492367 -3.437428 -3.386139 0.9 0.0 0.3 0.29
H 3.002439 -2.098820 0.228860 -0.1 0.1 -1.2 -0.53
H 2.989334 -0.839333 -1.046789 -0.2 -1.1 0.2 0.56
H 1.483610 -4.280122 -0.192700 -0.7 0.6 -0.6 0.54
H -0.776768 -4.842782 -0.601897 -0.2 0.6 -0.2 0.27
H -3.306084 -3.123060 -2.743021 0.6 -0.5 0.9 0.37
H -3.495881 -3.360022 -0.943027 0.6 -0.2 -0.9 0.19
H -1.833546 -5.624467 -2.204279 -1.1 0.6 0.2 0.48
H -3.501411 -4.954593 -4.188446 -0.4 -0.6 0.9 0.35
H -4.776498 -5.839249 -3.130144 0.9 0.5 -0.3 0.35
H -3.249414 -6.658935 -3.656873 -0.7 1.0 0.3 0.36
H -1.721617 -1.092559 -2.571660 0.7 -0.9 0.6 0.63
H 0.693100 -0.198717 -4.159524 -0.1 0.4 0.2 0.37
C -3.316947 3.406092 -5.393841 0.0 0.2 -0.1 -1.48
C -2.074380 2.522296 -5.439217 -0.4 -0.1 0.2 0.36
C -2.273975 1.218859 -6.235600 0.3 0.0 0.0 -0.75
O -3.009001 0.213994 -5.544220 0.0 0.1 -0.2 -0.30
C -4.419178 0.364341 -5.609450 0.0 -0.2 0.3 -0.72
N -1.632447 2.250785 -4.067463 0.2 -0.3 -0.2 -0.63
H -4.075846 3.027912 -4.707526 0.1 -0.1 0.0 0.25
H -3.053545 4.409438 -5.053622 0.0 -0.1 0.0 0.38
H -3.768532 3.500068 -6.384705 0.0 0.0 0.0 0.37
H -1.290007 3.095239 -5.943734 0.0 -0.1 0.0 0.48
H -1.285712 0.782540 -6.417598 0.0 -0.1 0.1 0.29
H -2.713571 1.411877 -7.221062 -0.1 0.0 0.1 0.45
H -4.744539 0.775781 -6.567928 0.0 0.1 0.0 0.33
H -4.772819 0.989973 -4.787985 -0.1 0.1 -0.1 0.26
H -4.868553 -0.623106 -5.487416 0.1 0.0 -0.1 0.25
H -0.750658 1.742329 -4.103124 -0.1 0.4 0.1 0.32
H -2.285413 1.575843 -3.670322 -0.1 0.2 0.0 0.24
C -4.980451 1.612605 0.558220 0.0 0.3 0.0 -1.23
C -5.702097 0.443783 1.219508 0.3 0.0 -0.2 0.41
C -4.817305 -0.348157 2.199504 -0.4 -0.1 0.2 -0.91
O -3.886889 -1.224783 1.572715 0.2 0.2 0.1 -0.39
C -2.694344 -0.601174 1.136442 -0.1 -0.3 -0.2 -0.24
N -6.261965 -0.423000 0.174055 0.0 -0.2 0.2 -0.71
H -4.290051 1.293578 -0.225106 0.0 -0.1 0.0 0.14
H -5.701856 2.284823 0.088805 0.0 -0.1 0.0 0.31
H -4.418100 2.192206 1.294540 0.0 0.0 0.0 0.31
H -6.532381 0.862364 1.796144 0.0 -0.1 0.1 0.47
H -5.470270 -0.994216 2.794472 0.1 -0.1 -0.1 0.32
H -4.308140 0.315300 2.908390 0.1 0.1 -0.1 0.48
H -2.380814 0.205472 1.803651 0.0 0.0 -0.1 0.37
H -2.817343 -0.227267 0.116139 0.1 0.3 0.0 0.03
H -1.905860 -1.358704 1.117179 0.0 0.0 0.1 0.09
H -6.823923 -1.147632 0.615790 -0.1 0.1 -0.1 0.29
H -5.486142 -0.938281 -0.239152 -0.1 0.1 0.0 0.25
C 1.295468 -1.945833 5.450218 -0.1 -0.1 0.2 -1.49
C 1.468994 -2.842256 4.228535 0.1 0.4 0.0 0.18
C 2.902102 -2.844628 3.664495 -0.1 -0.3 -0.2 -0.75
O 3.236368 -1.686530 2.910259 0.1 -0.2 0.3 -0.20
C 3.631929 -0.580600 3.708657 0.0 0.3 -0.4 -0.60
N 0.487584 -2.450245 3.207158 0.2 -0.1 -0.3 -0.54
H 1.263438 -0.886667 5.192254 0.0 -0.1 -0.1 0.29
H 0.356667 -2.177120 5.957351 0.0 0.0 -0.1 0.38
H 2.105759 -2.098697 6.167084 0.0 0.0 0.0 0.37
H 1.242200 -3.865371 4.544781 0.1 0.0 -0.1 0.43
H 2.984634 -3.683115 2.963435 0.0 0.1 0.0 0.30
H 3.645203 -3.023775 4.450044 0.0 0.1 0.1 0.53
H 4.180884 -0.892809 4.600439 -0.1 -0.1 0.0 0.38
H 2.762248 0.016625 3.986958 0.1 0.0 0.2 0.25
H 4.284477 0.052829 3.104533 0.0 -0.1 0.0 0.01
H 0.540231 -3.110481 2.433645 -0.1 -0.1 0.1 0.14
H 0.809301 -1.573203 2.798280 -0.1 0.0 0.1 0.34
C 7.260697 2.157962 -0.393367 -0.2 0.0 -0.2 -1.42
C 7.169089 1.846641 1.097440 0.4 0.0 -0.2 0.45
C 7.949566 2.837203 1.981422 -0.1 -0.1 0.3 -0.83
O 9.354301 2.636091 1.986009 -0.3 0.2 -0.1 -0.39
C 10.038431 3.216646 0.887728 0.3 -0.2 0.1 -0.63
N 7.605104 0.462159 1.321582 0.0 0.1 0.3 -0.47
H 8.224318 1.879435 -0.821312 0.0 0.0 0.1 0.29
H 6.496943 1.602414 -0.943286 0.1 0.0 0.1 0.28
H 7.097123 3.221597 -0.582915 0.0 0.0 0.0 0.38
H 6.112871 1.921698 1.378372 0.0 0.0 0.1 0.28
H 7.630446 2.684818 3.017609 0.1 0.0 0.0 0.34
H 7.706959 3.877328 1.731944 0.0 0.0 -0.1 0.44
H 9.581370 4.157341 0.569193 -0.1 0.0 0.0 0.30
H 10.082751 2.513988 0.053216 0.0 0.1 -0.2 0.22
H 11.063828 3.419603 1.200571 -0.1 0.0 0.1 0.26
H 7.452368 0.226705 2.300083 -0.1 0.0 -0.1 0.25
H 8.619687 0.444856 1.225788 -0.1 0.0 -0.1 0.29
C -5.941705 6.538908 4.588632 -0.1 0.2 0.1 -1.41
C -5.608646 5.997941 3.201773 0.1 -0.2 0.4 0.30
C -6.395419 4.726353 2.832955 0.1 0.1 -0.3 -0.72
O -5.917608 3.539391 3.453213 -0.3 0.1 0.0 -0.21
C -6.385041 3.337313 4.776850 0.3 -0.2 0.0 -0.82
N -4.159395 5.783080 3.110935 -0.1 -0.2 -0.2 -0.73
H -5.489439 5.950577 5.388066 0.0 0.0 -0.1 0.29
H -5.567647 7.559140 4.695282 0.0 -0.1 0.0 0.36
H -7.022262 6.563336 4.751405 0.0 0.0 0.0 0.34
H -5.884378 6.772144 2.478722 0.0 -0.1 -0.1 0.41
H -6.277604 4.559962 1.757072 0.1 -0.1 0.1 0.31
H -7.470296 4.851252 3.011600 0.0 0.0 0.2 0.43
H -7.406765 3.701339 4.912496 0.0 0.1 0.0 0.36
H -5.713607 3.813774 5.493491 -0.2 0.1 0.1 0.26
H -6.370898 2.264199 4.977972 0.0 0.0 -0.1 0.25
H -3.927526 5.515077 2.156788 0.0 0.2 0.0 0.27
H -3.941788 4.949356 3.654954 0.0 0.2 0.1 0.33
```
Positions in Å, forces in eV/Å.

Total charge = +1
Relative energy (zero: lowest compared OMol25 entry of this formula, charge and spin) = 71.5 kcal per mole
2S+1 = 1
Orbital gap = 6.14 eV
HOMO level = -10.575 eV
M = 841.94 Da